{
  "formula": "C26H76O26S7",
  "method": "the ωB97M-V functional and the def2-TZVPD basis",
  "symbols": ["O", "S", "O", "O", "C", "C", "C", "H", "H", "H", "H", "H", "H", "H", "H", "O", "S", "O", "O", "C", "C", "C", "H", "H", "H", "H", "H", "H", "H", "H", "O", "S", "O", "O", "C", "C", "C", "H", "H", "H", "H", "H", "H", "H", "H", "O", "S", "O", "O", "C", "C", "C", "H", "H", "H", "H", "H", "H", "H", "H", "O", "S", "O", "O", "C", "C", "C", "H", "H", "H", "H", "H", "H", "H", "H", "O", "S", "O", "O", "C", "C", "C", "H", "H", "H", "H", "H", "H", "H", "H", "O", "S", "O", "O", "C", "C", "C", "H", "H", "H", "H", "H", "H", "H", "H", "C", "O", "H", "H", "H", "H", "C", "O", "H", "H", "H", "H", "C", "O", "H", "H", "H", "H", "C", "O", "H", "H", "H", "H", "C", "O", "H", "H", "H", "H"],
  "positions_angstrom": [[0.89, -5.71, -1.80], [0.10, -5.80, -0.59], [-0.24, -7.14, -0.05], [0.90, -4.96, 0.63], [1.37, -3.62, 0.40], [2.83, -3.60, 0.74], [-1.42, -4.73, -0.69], [0.82, -2.94, 1.04], [1.12, -3.26, -0.60], [3.23, -2.60, 0.90], [3.49, -4.01, -0.03], [3.01, -4.19, 1.65], [-1.10, -3.76, -1.06], [-1.66, -4.75, 0.37], [-2.13, -5.21, -1.37], [3.35, 0.02, 3.27], [2.55, -0.79, 4.19], [1.11, -0.85, 4.03], [3.13, -2.24, 4.19], [2.30, -3.23, 4.78], [3.16, -4.43, 5.17], [2.92, -0.25, 5.97], [1.56, -3.57, 4.05], [1.74, -2.95, 5.67], [2.61, -5.32, 5.47], [3.78, -4.18, 6.04], [3.71, -4.89, 4.34], [2.54, 0.77, 6.01], [3.98, -0.37, 6.20], [2.42, -0.98, 6.61], [-5.62, -2.52, 0.89], [-4.27, -2.98, 0.62], [-3.74, -4.19, 1.31], [-4.15, -3.25, -1.06], [-5.23, -3.91, -1.76], [-5.67, -5.21, -1.14], [-3.18, -1.55, 0.59], [-4.72, -4.11, -2.70], [-6.11, -3.27, -1.82], [-4.85, -5.88, -0.85], [-6.32, -5.77, -1.81], [-6.19, -5.05, -0.20], [-3.08, -1.16, -0.42], [-2.18, -1.81, 0.94], [-3.50, -0.74, 1.26], [2.03, 3.50, 0.15], [1.68, 4.90, 0.11], [0.29, 5.29, -0.15], [2.22, 5.66, 1.48], [1.87, 6.99, 1.75], [3.20, 7.68, 2.18], [2.81, 5.74, -1.05], [0.98, 7.15, 2.36], [1.48, 7.36, 0.80], [3.00, 8.73, 2.40], [4.05, 7.65, 1.49], [3.52, 7.14, 3.07], [2.47, 6.77, -1.20], [2.80, 5.15, -1.96], [3.83, 5.74, -0.66], [-1.76, -1.25, -2.42], [-2.19, -1.15, -3.82], [-1.22, -0.76, -4.84], [-2.96, -2.49, -4.34], [-2.13, -3.59, -4.58], [-2.83, -4.54, -5.51], [-3.66, 0.03, -3.89], [-1.80, -4.05, -3.64], [-1.26, -3.31, -5.16], [-3.77, -4.87, -5.08], [-2.27, -5.46, -5.69], [-3.13, -4.06, -6.44], [-4.11, -0.03, -4.88], [-3.50, 1.10, -3.72], [-4.40, -0.38, -3.20], [-1.76, 1.28, 2.99], [-1.23, 2.58, 3.37], [-1.86, 3.30, 4.47], [0.39, 2.36, 3.70], [1.11, 3.51, 4.15], [2.65, 3.23, 3.88], [-1.18, 3.78, 1.90], [0.82, 3.69, 5.19], [0.84, 4.44, 3.65], [2.91, 2.90, 2.87], [3.15, 2.48, 4.50], [3.13, 4.17, 4.16], [-0.69, 3.14, 1.16], [-0.59, 4.67, 2.07], [-2.22, 3.99, 1.65], [0.17, 5.90, -5.56], [-0.37, 4.92, -4.61], [-1.51, 4.06, -4.94], [0.82, 3.89, -4.11], [0.46, 2.84, -3.28], [1.68, 1.92, -3.32], [-0.77, 5.86, -3.03], [-0.44, 2.39, -3.69], [0.28, 3.23, -2.28], [1.87, 1.67, -4.36], [1.55, 0.97, -2.80], [2.58, 2.41, -2.96], [-1.25, 5.12, -2.39], [-1.37, 6.75, -3.23], [0.15, 6.14, -2.51], [-1.80, -2.07, 3.85], [-0.83, -2.45, 2.93], [-1.97, -1.00, 3.78], [-2.71, -2.58, 3.55], [-1.50, -2.20, 4.89], [-0.10, -1.87, 3.15], [0.65, 0.41, 0.40], [0.36, -0.37, -0.72], [0.59, 1.47, 0.16], [-0.07, 0.06, 1.13], [1.61, 0.18, 0.86], [-0.52, -0.24, -1.09], [1.54, -2.44, -3.25], [1.89, -3.77, -3.75], [2.01, -2.17, -2.30], [1.78, -1.64, -3.95], [0.47, -2.57, -3.11], [1.56, -4.41, -3.11], [-2.97, 1.95, -0.80], [-1.97, 2.80, -1.26], [-3.89, 2.52, -0.69], [-3.12, 1.15, -1.53], [-2.68, 1.45, 0.13], [-2.31, 3.69, -1.19], [4.03, -0.43, -1.34], [5.45, -0.40, -1.52], [3.55, -0.49, -2.31], [3.76, -1.39, -0.91], [3.57, 0.43, -0.85], [5.81, -0.87, -0.76]],
  "total_charge": 0,
  "e_above_lowest_kcal_mol": 73.0,
  "homo_ev": -9.4,
  "energy_ha": -5779.49227,
  "lumo_ev": -0.10
}